Molecular formula: C29H48Cl2N3O4SiSm
Method: DFT, wB97M-V/def2-TZVPD

Output
HOMO-LUMO gap (alpha / beta) = 6.30 / 6.36 eV
Electronic energy = -94343.0819 eV
Spin multiplicity = 6
Relative energy (zero: lowest compared OMol25 entry of this formula, charge and spin) = 0.0 kcal per mole

Element x y z (Å)
C1 3.2577 -2.4140 -6.6398
C2 2.7221 -1.5870 -7.7699
H1 3.1097 -3.4802 -6.8495
H2 2.7493 -2.1630 -5.7015
H3 4.3381 -2.2520 -6.4992
C3 2.7400 -2.0002 -9.0485
C4 3.1994 -3.3371 -9.5141
H4 2.4346 -1.3254 -9.8496
H5 2.7314 -4.1531 -8.9475
H6 4.2908 -3.4575 -9.4543
H7 2.9107 -3.4593 -10.5625
Sm1 0.2659 0.2158 -1.4074
Cl1 2.1610 1.5603 -2.7867
C5 -0.3731 3.2318 -2.3243
O1 -0.9064 2.1648 -1.8835
N1 -1.0018 4.0701 -3.1292
C6 -2.4088 3.8428 -3.4457
C7 -0.2602 5.0597 -3.9133
H8 0.6683 3.4783 -2.0824
H9 -2.9526 3.5801 -2.5352
H10 -2.5331 3.0328 -4.1794
H11 -2.8055 4.7700 -3.8630
H12 0.6400 5.3419 -3.3475
H13 -0.8999 5.9358 -4.0723
H14 0.0502 4.6448 -4.8908
H15 -3.1266 2.1026 2.5169
H16 -1.2601 1.9652 4.4347
C8 -2.9730 1.0211 2.3992
C9 -1.2583 0.8911 4.1992
N2 -1.6164 0.6618 2.8045
H17 -3.1403 0.7205 1.3621
C10 -0.7030 0.2709 1.9190
O2 -0.9275 0.2055 0.6722
H18 -0.2577 0.4856 4.3824
H19 0.2911 0.0259 2.3262
H20 -3.6775 0.5161 3.0698
H21 -1.9875 0.3983 4.8539
H22 0.2624 -5.1917 -0.6773
H23 0.4431 -3.4556 -3.3846
C11 -0.7679 -5.1188 -1.0560
C12 -0.5158 -3.9790 -3.2639
N3 -0.9542 -3.9274 -1.8705
H24 -1.4477 -5.0669 -0.2015
C13 -1.2815 -2.7868 -1.2634
O3 -1.1822 -1.6415 -1.7681
H25 -1.2742 -3.5394 -3.9211
H26 -1.6425 -2.9108 -0.2238
H27 -0.9801 -6.0089 -1.6569
H28 -0.3863 -5.0371 -3.5151
O4 1.1325 -0.5264 -6.3616
C14 2.1070 -0.2441 -7.3771
C15 0.4481 0.0152 -9.2667
C16 1.5375 0.5360 -8.5602
H29 0.0005 -0.9267 -8.9309
C17 -0.0449 0.7014 -10.3835
H30 2.9069 0.3425 -6.8943
C18 2.1354 1.7382 -8.9644
H31 -0.9405 0.3188 -10.8750
C19 0.6172 1.8340 -10.8573
C20 1.6868 2.3620 -10.1283
H32 2.9488 2.1535 -8.3517
H33 0.2999 2.2931 -11.7988
H34 2.1834 3.2708 -10.4749
Si1 -0.3028 0.2359 -5.9680
Cl2 1.9443 -1.8662 -2.0123
C21 -1.7521 -0.4855 -6.8904
C22 -0.1256 2.0797 -6.2062
C23 -0.5375 -0.1970 -4.1965
H35 -1.8473 -0.1384 -7.9273
H36 -2.6717 -0.2027 -6.3536
H37 -1.6943 -1.5843 -6.9060
H38 -0.5210 -1.2814 -4.0363
H39 -1.4590 0.2297 -3.7689
H40 0.3848 0.2474 -3.7519
H41 0.2118 2.3469 -7.2204
H42 0.6225 2.4771 -5.5007
H43 -1.0839 2.5976 -6.0356
C24 3.1129 3.2418 2.2495
C25 3.5030 1.9424 1.8971
C26 2.6824 1.1776 1.0225
C27 1.5272 1.7518 0.5778
C28 1.0688 2.9836 0.9410
C29 1.9006 3.7657 1.7863
H44 3.7445 3.8408 2.9115
H45 4.4365 1.5176 2.2793
H46 2.9885 0.1750 0.7050
H47 0.1173 3.3834 0.5839
H48 1.5856 4.7772 2.0671



Molecular formula: C32H29Cl5N5O4S2Tc
Method: DFT, wB97M-V/def2-TZVPD

Output
HOMO-LUMO gap = 6.32 eV
Electronic energy = -135777.6874 eV
Relative energy (zero: lowest compared OMol25 entry of this formula, charge and spin) = 23.7 kcal per mole

Element x y z (Å)
Tc1 -1.1064 0.6117 0.0822
Cl1 -0.8999 0.6410 2.4769
C1 0.3206 1.8595 2.6168
C2 0.4790 2.6625 1.5050
C3 1.4593 3.6695 1.6112
Cl2 1.7664 4.7714 0.3146
C4 2.2402 3.7779 2.7613
Cl3 3.4960 4.9534 2.8572
C5 2.0305 2.9265 3.8534
Cl4 2.9840 3.0675 5.2718
C6 1.0393 1.9644 3.7909
Cl5 0.6821 0.9325 5.1224
C7 4.2090 0.5685 -1.5079
C8 3.2746 1.2604 -0.5068
C9 3.0052 0.4184 0.7258
C10 3.9941 0.3593 1.7025
C11 3.8415 -0.4464 2.8230
C12 2.6998 -1.2224 2.9497
C13 1.6820 -1.1942 1.9965
C14 0.4970 -2.1196 2.1499
C15 0.8500 -3.5804 1.8623
C16 1.8343 -0.3419 0.9046
N1 0.7987 -0.2391 -0.1008
C17 1.0763 -0.7741 -1.2718
C18 0.2197 -0.5215 -2.3167
C19 0.1801 -0.8975 -3.6574
C20 -1.0060 -0.3733 -4.1585
C21 -1.6518 0.2691 -3.0884
N2 -0.9050 0.2034 -1.9749
H1 4.3800 1.1984 -2.3845
H2 3.8034 -0.3843 -1.8565
H3 5.1783 0.3590 -1.0467
H4 2.3424 1.5423 -0.9981
H5 3.7488 2.1877 -0.1883
H6 4.8926 0.9595 1.5768
H7 4.6119 -0.4735 3.5861
H8 2.5791 -1.8730 3.8116
H9 -0.3071 -1.8337 1.4717
H10 0.1198 -2.0231 3.1712
H11 1.1603 -3.7013 0.8217
H12 -0.0191 -4.2220 2.0310
H13 1.6595 -3.9301 2.5082
H14 1.9797 -1.3618 -1.3891
H15 0.9256 -1.4883 -4.1730
H16 -1.3909 -0.4522 -5.1651
H17 -2.6059 0.7657 -3.0943
O1 -3.8617 -0.8431 -1.4109
S1 -3.9463 0.0820 -0.3107
O2 -2.8459 -0.2611 0.7736
O3 -5.2277 0.1911 0.3271
S2 -3.0519 1.8611 -0.7314
C22 -3.8714 -5.4798 -0.9181
N3 -2.7267 -4.5945 -0.9893
C23 -1.5111 -4.7978 -1.7590
C24 -0.6448 -3.6505 -1.2458
O4 0.5022 -3.4762 -1.6193
N4 -1.3718 -2.8701 -0.3699
C25 -2.5143 -3.5209 -0.2065
N5 -3.4030 -3.1745 0.7460
H18 -3.7216 -6.2960 -1.6182
H19 -4.7941 -4.9693 -1.2016
H20 -3.9950 -5.9057 0.0799
H21 -1.6642 -4.7045 -2.8346
H22 -1.0398 -5.7563 -1.5422
H23 -3.2408 -2.2698 1.1684
H24 -4.3691 -3.4179 0.6065
C26 -0.3822 2.3816 0.3238
C27 -0.8145 3.5468 -0.4777
C28 -1.3272 4.6732 0.1640
C29 -1.7718 5.7574 -0.5754
C30 -1.6712 5.7352 -1.9624
C31 -1.1457 4.6208 -2.6077
C32 -0.7375 3.5220 -1.8694
H25 -1.3915 4.6927 1.2481
H26 -2.1865 6.6217 -0.0708
H27 -2.0098 6.5859 -2.5416
H28 -1.0691 4.5996 -3.6886
H29 -0.3433 2.6417 -2.3640



Molecular formula: C5H4AgO7
Method: DFT, wB97M-V/def2-TZVPD

Output
HOMO-LUMO gap (alpha / beta) = 8.79 / 6.26 eV
Electronic energy = -23578.8245 eV
Spin multiplicity = 2

Element x y z (Å)
O1 -1.0046 2.6018 0.7583
C1 -2.0738 3.1439 0.2967
O2 -2.8424 3.8568 0.9249
O3 0.9471 -0.2837 -0.3145
O4 -0.2417 -2.1631 -0.1460
C2 0.8608 -1.4753 -0.0481
Ag1 -0.0943 1.4012 -0.5124
O5 1.8031 -2.0939 0.6315
C3 1.3673 -3.4243 0.9844
C4 -0.1180 -3.4137 0.5961
O6 -3.4944 2.9949 -1.6780
C5 -2.3841 2.7798 -1.2114
H1 1.9628 -4.1407 0.4091
H2 1.5364 -3.5681 2.0554
H3 -0.7870 -3.3893 1.4618
H4 -0.3992 -4.2302 -0.0748
O7 -1.4480 2.1120 -1.7845



Molecular formula: CH4NP3
Method: DFT, wB97M-V/def2-TZVPD

Output
HOMO-LUMO gap = 6.82 eV
Electronic energy = -30454.4658 eV
Relative energy (zero: lowest compared OMol25 entry of this formula, charge and spin) = 53.7 kcal per mole
SMILES = N#C[PH2]=P#[PH2]

Element x y z (Å)
N1 -4.4352 -0.4178 -0.5833
C1 -3.3698 -0.1277 -0.3128
P1 -1.4710 0.5359 0.0044
P2 0.5042 1.2024 -0.6703
P3 1.1207 -0.8616 -0.7016
H1 -1.5393 -0.4094 1.0905
H2 -1.6711 1.7948 0.6636
H3 0.7882 -1.0036 -2.1028
H4 2.3953 -0.5566 -1.0647



Molecular formula: C49H65IN2O3P
Method: DFT, wB97M-V/def2-TZVPD

Output
HOMO-LUMO gap = 8.08 eV
Charge = +1
Electronic energy = -78375.4372 eV

Element x y z (Å)
C1 -2.7352 4.0547 2.6145
C2 -3.2706 4.3934 1.2281
O1 -2.2644 4.1839 0.2059
P1 -2.5183 3.1660 -0.9967
O2 -3.3516 3.6715 -2.1031
C3 -3.1673 1.6185 -0.3704
C4 -2.4372 0.9901 0.8288
C5 -1.8170 -0.3837 0.4955
C6 -0.3817 -0.2712 0.0052
N1 0.5341 0.1727 1.1134
C7 0.2894 -0.5286 2.4449
C8 -0.6204 -1.7409 2.2177
C9 -0.8598 -2.4631 3.5473
I1 -2.0938 -4.1777 3.1801
C10 0.4143 -2.8858 4.2746
C11 1.3960 -3.6662 3.4165
N2 -1.8771 -1.3527 1.5922
O3 -1.0072 2.8234 -1.3977
C12 0.1610 3.4358 -0.8223
C13 1.3963 2.8004 -1.4291
H1 -1.8698 3.3860 2.5432
H2 -2.3958 4.9594 3.1277
H3 -3.4979 3.5750 3.2327
H4 -3.5183 5.4571 1.1667
H5 -4.1777 3.8398 0.9699
H6 -3.0900 0.9567 -1.2448
H7 -4.2385 1.7711 -0.2043
H8 -1.6466 1.6865 1.1546
H9 -3.1075 0.8739 1.6868
H10 -2.3490 -0.7921 -0.3773
H11 -0.3103 0.4612 -0.8043
H12 0.0029 -1.2304 -0.3540
H13 0.4683 1.1822 1.2351
H14 1.4917 -0.0148 0.8164
H15 -0.1670 0.1906 3.1321
H16 1.2734 -0.8111 2.8295
H17 -0.0882 -2.4512 1.5661
H18 -1.4607 -1.8439 4.2245
H19 0.1125 -3.4552 5.1603
H20 0.9271 -1.9886 4.6497
H21 1.7645 -3.0566 2.5820
H22 2.2723 -3.9589 4.0032
H23 0.9540 -4.5835 3.0147
H24 -2.5348 -1.0504 2.2994
H25 0.1310 4.5088 -1.0266
H26 0.1215 3.3084 0.2689
H27 1.2942 2.7331 -2.5141
H28 1.5816 1.7874 -1.0430
H29 2.2781 3.4000 -1.1915
C14 1.3531 -2.3713 -2.1948
C15 1.7817 -1.3071 -1.4127
C16 2.5625 -1.5496 -0.2886
C17 2.9249 -2.8489 0.0472
C18 2.4977 -3.9102 -0.7374
C19 1.7086 -3.6703 -1.8546
H30 0.7615 -2.1871 -3.0824
H31 1.5353 -0.2919 -1.7033
H32 2.9347 -0.7199 0.3074
H33 3.5593 -3.0249 0.9066
H34 2.7906 -4.9210 -0.4865
H35 1.3828 -4.4960 -2.4737
C20 1.7022 -1.3572 -5.9538
C21 2.0829 -2.6826 -5.7947
C22 2.0148 -3.5608 -6.8675
C23 1.5629 -3.1114 -8.1003
C24 1.1802 -1.7864 -8.2595
C25 1.2494 -0.9083 -7.1869
H36 1.7658 -0.6701 -5.1180
H37 2.4448 -3.0302 -4.8345
H38 2.3138 -4.5936 -6.7436
H39 1.5102 -3.7936 -8.9386
H40 0.8306 -1.4369 -9.2221
H41 0.9542 0.1252 -7.3138
C26 -1.3350 8.4280 -1.1135
C27 -0.7552 9.4996 -0.4497
C28 -0.2221 9.3247 0.8196
C29 -0.2657 8.0760 1.4223
C30 -0.8435 7.0024 0.7561
C31 -1.3840 7.1779 -0.5100
H42 -1.7542 8.5655 -2.1017
H43 -0.7201 10.4729 -0.9214
H44 0.2268 10.1614 1.3387
H45 0.1526 7.9402 2.4118
H46 -0.8730 6.0278 1.2285
H47 -1.8443 6.3480 -1.0313
C32 8.1713 -0.4412 -3.1489
C33 7.9046 -0.2947 -1.7947
C34 6.6462 -0.6081 -1.2997
C35 5.6567 -1.0690 -2.1573
C36 5.9244 -1.2159 -3.5119
C37 7.1819 -0.9012 -4.0073
H48 9.1523 -0.1981 -3.5357
H49 8.6782 0.0605 -1.1264
H50 6.4401 -0.4959 -0.2419
H51 4.6763 -1.3154 -1.7723
H52 5.1534 -1.5768 -4.1817
H53 7.3916 -1.0149 -5.0629
C38 -7.2978 1.9463 -1.3940
C39 -8.1371 1.0955 -2.0999
C40 -9.3534 0.7122 -1.5520
C41 -9.7310 1.1795 -0.3004
C42 -8.8927 2.0312 0.4055
C43 -7.6757 2.4136 -0.1424
H54 -6.3506 2.2507 -1.8250
H55 -7.8456 0.7360 -3.0782
H56 -10.0101 0.0513 -2.1025
H57 -10.6821 0.8841 0.1228
H58 -9.1920 2.4026 1.3771
H59 -7.0263 3.0878 0.4040
C44 2.1505 -7.0702 5.0018
C45 1.0987 -6.5734 5.7602
C46 1.2336 -6.4442 7.1358
C47 2.4219 -6.8114 7.7528
C48 3.4733 -7.3077 6.9947
C49 3.3379 -7.4383 5.6192
H60 2.0425 -7.1778 3.9294
H61 0.1704 -6.2892 5.2792
H62 0.4113 -6.0632 7.7280
H63 2.5269 -6.7153 8.8256
H64 4.3977 -7.5976 7.4769
H65 4.1556 -7.8333 5.0303



Molecular formula: C3H9NS2
Method: DFT, wB97M-V/def2-TZVPD

Output
HOMO-LUMO gap = 8.67 eV
Electronic energy = -26416.8625 eV
Relative energy (zero: lowest compared OMol25 entry of this formula, charge and spin) = 18.8 kcal per mole
SMILES = CNCCSS

Element x y z (Å)
C1 1.8268 0.6363 -0.7768
N1 0.5561 -0.0186 -1.1641
C2 0.1501 -0.9051 -0.0759
C3 -1.3158 -1.1125 0.2102
S1 -2.2090 0.5083 0.3204
S2 -1.2051 1.3105 1.9582
H1 2.4539 -0.2197 -0.5389
H2 2.2635 1.2046 -1.5806
H3 1.6429 1.2962 0.0784
H4 -0.2098 0.6085 -1.4066
H5 0.6198 -0.5851 0.8625
H6 0.5571 -1.9037 -0.2802
H7 -1.8652 -1.6645 -0.5433
H8 -1.5196 -1.6834 1.1215
H9 -1.7459 2.5282 1.8152